1.
# C17H22Br42FO3P2

C17H22Br42FO3P2 as an isolated structure (ωB97M-V/def2-TZVPD, the OMol25 dataset).

```
87
Properties=species:S:1:pos:R:3:lowdin_charge:R:1
C 0.51699 -0.48248 0.03835 -0.2005
C 0.41930 -1.68850 -0.05948 -0.2244
P 0.50850 -3.60866 -0.28567 0.3703
F 0.66548 -3.34892 -1.95795 -0.4218
C 0.29686 -3.87494 1.61284 -0.4038
P 1.87962 -4.01416 2.37981 0.3518
O 2.61739 -5.20357 1.89503 -0.3558
O 1.65503 -4.14592 3.98772 -0.3496
O 2.73742 -2.67096 2.22854 -0.2205
H 0.82307 0.51911 -0.10307 -0.0820
H -0.91784 -3.61911 -0.44509 -0.0036
H 0.63155 -5.01869 -0.49220 -0.1166
H 1.94547 -3.50756 -0.17039 -0.0125
H -0.22851 -4.80899 1.82447 0.0586
H -0.22264 -3.01643 2.05105 0.0506
H 2.28931 -3.55531 4.42026 0.0541
H 3.33177 -2.78502 1.47531 0.0407
C -2.97343 2.24492 0.63535 -1.6324
Br -1.12042 1.78521 0.87209 0.6533
Br -3.43585 2.35730 -1.23500 0.5451
Br -4.12305 1.02745 1.57688 0.5882
H -3.13604 3.22453 1.06148 -0.1162
C 4.21949 -6.82262 5.80003 -1.6099
Br 3.38585 -5.56979 6.99173 0.5372
Br 5.01637 -5.93353 4.30353 0.6288
Br 5.47957 -7.94828 6.73231 0.5584
H 3.43698 -7.46413 5.41684 -0.0217
C -2.11790 6.35633 3.08188 -1.6178
Br -0.59387 5.19507 3.01800 0.5727
Br -3.44414 5.89999 1.76295 0.5530
Br -2.88477 6.41490 4.84689 0.5784
H -1.77617 7.35468 2.84771 -0.0366
C -5.45291 8.48711 -1.01597 -1.6199
Br -4.00522 9.72208 -1.28519 0.5670
Br -5.04694 6.74402 -1.72927 0.5643
Br -5.94894 8.38143 0.83599 0.5613
H -6.30576 8.86800 -1.55829 -0.0305
C -5.05670 5.47333 -5.37018 -1.6411
Br -5.63446 3.88760 -4.44080 0.5422
Br -3.18909 5.79736 -5.06640 0.5483
Br -5.48574 5.42233 -7.24224 0.5650
H -5.59795 6.30425 -4.93991 -0.0453
C 4.90614 0.45453 2.36269 -1.6126
Br 6.38341 -0.77971 2.22204 0.5400
Br 3.53472 0.06257 1.08548 0.6804
Br 4.21929 0.52629 4.15988 0.5695
H 5.29740 1.43690 2.13760 -0.1099
C -0.18714 6.76835 -1.43593 -1.5980
Br -1.03556 5.18850 -0.76474 0.5469
Br -1.20241 7.52544 -2.88005 0.5250
Br 0.14742 8.06155 -0.04373 0.5701
H 0.77374 6.47361 -1.83217 -0.0257
C 7.29006 3.91890 0.84066 -1.6213
Br 8.79510 2.74928 0.60230 0.5673
Br 5.88601 3.54540 -0.41636 0.5731
Br 6.64308 3.87683 2.65472 0.6031
H 7.63336 4.92474 0.64823 -0.0333
C -9.50831 3.13823 -8.21297 -1.6608
Br -11.37665 3.34132 -7.78524 0.5468
Br -8.89432 4.55389 -9.36057 0.5631
Br -8.43104 2.97834 -6.63435 0.5609
H -9.40851 2.21604 -8.76650 -0.1013
C -10.18627 -0.68229 -11.29304 -1.6458
Br -11.10937 0.46957 -10.05830 0.5995
Br -9.39692 0.32075 -12.72974 0.5754
Br -8.89183 -1.78033 -10.39615 0.5866
H -10.92390 -1.34114 -11.72764 -0.0318
C 7.50112 0.03434 -2.74492 -1.6199
Br 6.83394 -0.23853 -0.96548 0.5208
Br 6.43838 1.30153 -3.73008 0.5592
Br 9.36437 0.53002 -2.74224 0.5456
H 7.42809 -0.90911 -3.26622 -0.0303
C 6.45528 -3.43249 8.14208 -1.6660
Br 5.97082 -3.40682 10.00334 0.5594
Br 5.39046 -2.21312 7.11583 0.5444
Br 8.33638 -3.11796 7.89441 0.5668
H 6.24337 -4.42725 7.77209 -0.0622
C -1.02484 -6.48735 6.54433 -1.6124
Br 0.41030 -5.39181 5.89484 0.6727
Br -0.84620 -8.30255 5.92688 0.5595
Br -1.21133 -6.41833 8.47055 0.5383
H -1.94639 -6.10282 6.13230 -0.0320
C 2.17311 -8.37107 -1.40167 -1.6444
Br 1.82568 -8.54481 0.48165 0.5710
Br 1.36954 -9.81868 -2.40585 0.5192
Br 1.63783 -6.65579 -2.05103 0.6522
H 3.24121 -8.45851 -1.53555 -0.0360
```

Summary:
* HOMO level: -5.195 eV
* E: -2987204.26179 eV
* net charge: -1


2.
# C43H59AsF9KN4O5P

C43H59AsF9KN4O5P as an isolated structure (ωB97M-V/def2-TZVPD, the OMol25 dataset).

```
123
Properties=species:S:1:pos:R:3:lowdin_charge:R:1
K 0.02663 -0.21973 -1.21725 0.8341
C 2.87122 -0.32830 0.02627 -0.1593
C 2.80994 -1.58841 -0.83359 -0.1480
O 1.48411 -2.04369 -1.04891 -0.2611
C 0.87458 -2.62020 0.09561 -0.1804
C -0.52409 -3.07804 -0.28024 -0.1483
O -1.35215 -1.93597 -0.43999 -0.2661
C -2.37157 -2.09649 -1.41028 -0.1626
C -3.05604 -0.73803 -1.68419 -0.1502
O -2.21347 0.36146 -1.38779 -0.2793
C -2.49322 0.95926 -0.12810 -0.1631
C -1.32308 1.82228 0.30520 -0.1803
O -0.32843 0.96847 0.85214 -0.2841
C 0.84763 1.62397 1.28468 -0.1802
C 1.85255 1.83752 0.15087 -0.1510
O 2.07013 0.65727 -0.60674 -0.2607
H 3.91088 0.01069 0.10324 0.1471
H 2.51350 -0.55083 1.03685 0.1059
H 3.42992 -2.37305 -0.38538 0.1424
H 3.20061 -1.35120 -1.82259 0.1198
H 0.78545 -1.89017 0.90996 0.0915
H 1.46422 -3.47302 0.44922 0.1455
H -0.92065 -3.72791 0.50701 0.1420
H -0.46260 -3.64580 -1.21443 0.1292
H -3.12182 -2.82237 -1.07803 0.1411
H -1.92316 -2.46241 -2.34038 0.0920
H -3.99169 -0.65825 -1.12599 0.1319
H -3.29155 -0.68203 -2.74794 0.1329
H -2.64895 0.18987 0.63254 0.1172
H -3.40043 1.56821 -0.20479 0.1438
H -1.65639 2.53778 1.06616 0.1416
H -0.94483 2.37649 -0.56100 0.0971
H 1.28291 0.97553 2.04754 0.0849
H 0.61218 2.58553 1.75482 0.1429
H 2.79319 2.22314 0.56073 0.1454
H 1.44970 2.56366 -0.55405 0.0967
C -0.24766 -3.81635 -4.57164 -0.1582
C -0.55017 -2.48087 -5.24538 -0.4380
As 0.07509 -0.90360 -4.23501 1.2148
C 2.02771 -1.15286 -4.42677 -0.4328
C 2.62355 -1.24616 -5.82815 -0.1522
C -0.32945 0.48819 -5.59449 -0.4381
C -0.26688 0.15207 -7.08252 -0.1541
H -0.64449 -4.63922 -5.16644 0.0764
H -0.69448 -3.88230 -3.57787 0.0386
H 0.82804 -3.96856 -4.47069 0.0672
H -1.62632 -2.36941 -5.39920 0.0705
H -0.07610 -2.45991 -6.22666 0.0494
H 2.24465 -2.06655 -3.86664 0.0497
H 2.49704 -0.32658 -3.88448 0.0560
H 2.06302 -1.93516 -6.46005 0.0611
H 3.65111 -1.60962 -5.78174 0.0750
H 2.64298 -0.26806 -6.30703 0.0651
H 0.34969 1.31678 -5.37482 0.0349
H -1.34180 0.83046 -5.36181 0.0524
H 0.74200 -0.09068 -7.40738 0.0520
H -0.59900 1.01338 -7.66431 0.0752
H -0.92290 -0.68210 -7.32786 0.0622
F -5.33873 -5.06757 4.09318 0.1419
C -5.20573 -4.02818 4.94523 -0.5837
F -5.20625 -4.52841 6.18668 0.1490
F -6.31217 -3.27464 4.80712 0.1457
C -3.96208 -3.24288 4.63306 -0.1112
C -3.91033 -2.56413 3.42374 0.0002
C -2.75137 -1.89027 3.07783 -0.0783
C -1.65765 -1.86647 3.94078 -0.3567
C -1.73393 -2.53244 5.16039 -0.0635
C -2.87954 -3.23448 5.50014 0.0112
P -0.20399 -0.90755 3.35384 1.1442
C -0.12919 0.37724 4.66562 -0.3460
C 0.77991 0.40188 5.71933 -0.0641
C 0.86804 1.51826 6.53513 0.0053
C 0.03878 2.60785 6.30859 -0.1148
C -0.91232 2.57486 5.29957 0.0018
C -0.98734 1.46122 4.48078 -0.0840
C 0.22312 3.83365 7.15871 -0.5835
F -0.01520 3.58598 8.45785 0.1513
F 1.49236 4.28528 7.07507 0.1407
F -0.58057 4.84217 6.78651 0.1405
C 1.21293 -2.00312 3.73167 -0.3693
C 2.49728 -1.45195 3.69641 -0.1091
C 3.61909 -2.25633 3.60035 0.0012
C 3.46575 -3.63398 3.53774 -0.1195
C 2.20275 -4.20472 3.60756 0.0018
C 1.08390 -3.39202 3.69496 -0.0712
C 4.64777 -4.51673 3.25792 -0.5839
F 4.61822 -5.65749 3.95854 0.1541
F 4.65692 -4.86279 1.94513 0.1287
F 5.81784 -3.91210 3.50614 0.1461
H -4.76709 -2.57215 2.76262 0.1276
H -2.67637 -1.39057 2.12097 0.0764
H -0.89121 -2.51936 5.84085 0.1186
H -2.93158 -3.77651 6.43427 0.1265
H 1.43053 -0.44222 5.90404 0.1040
H 1.58818 1.55033 7.34253 0.1317
H -1.57189 3.41749 5.14619 0.1232
H -1.71420 1.42928 3.67567 0.1044
H 2.62242 -0.37475 3.72309 0.1070
H 4.60996 -1.82443 3.55967 0.1266
H 2.10294 -5.28197 3.57497 0.1308
H 0.09914 -3.84092 3.70445 0.1051
C -1.31704 3.50398 -3.06505 -0.1716
N -1.35262 4.57432 -4.05192 -0.0815
C -1.42108 5.85785 -3.34734 -0.1615
N -0.27585 6.04158 -2.45121 -0.0863
C -0.26692 4.94790 -1.49118 -0.1783
N -0.17105 3.62796 -2.14344 -0.1165
C 1.05578 3.62334 -2.96388 -0.1784
N 1.06818 4.69200 -3.95178 -0.0824
C -0.10460 4.54127 -4.81739 -0.1607
C 0.95249 5.97201 -3.24562 -0.1615
H -1.24682 2.54092 -3.57766 0.1122
H -2.24051 3.52951 -2.47964 0.1290
H -2.34097 5.89913 -2.76010 0.1279
H -1.43373 6.66534 -4.08053 0.1294
H -1.19234 4.98061 -0.90920 0.1271
H 0.58485 5.07141 -0.81580 0.1278
H 1.12683 2.65617 -3.47133 0.1194
H 1.92310 3.74596 -2.30956 0.1220
H -0.04004 3.58914 -5.34747 0.1115
H -0.11141 5.35333 -5.54572 0.1304
H 0.95403 6.77912 -3.97914 0.1296
H 1.80982 6.09465 -2.58015 0.1283
```

Summary:
* energy above the lowest of the compared OMol25 structures with the same formula, charge and spin: 29.87 kcal/mol
* HOMO level: -10.955 eV
* E: -172650.70062 eV
* net charge: +1